Computed, not measured: 8 unconnected molecules or ions with the total composition C22H36N8O2S, with the ωB97M-V functional and the def2-TZVPD basis.

Atoms and positions in Å:
C -3.952505 3.218118 -0.100849
O -3.206144 2.960289 -1.299386
C -3.025119 1.552561 -1.552293
C -1.533557 1.336821 -2.037527
C -0.645100 0.412470 -1.107966
C -1.341487 -0.924177 -0.619510
S -1.846866 -0.558278 1.158800
C -2.385577 -1.672200 -1.542393
C -2.588336 -2.981746 -0.604676
C -1.184368 -3.090295 0.191468
O -0.859122 -3.872726 1.042037
N -0.331921 -2.022794 -0.397083
H -3.459587 4.115451 0.395960
H -5.022631 3.539153 -0.292441
H -3.926240 2.391174 0.659560
H -3.689020 1.301766 -2.446196
H -3.360280 0.876999 -0.721985
H -1.449327 0.980384 -3.110535
H -1.036738 2.358800 -2.035521
H 0.251604 0.093684 -1.734069
H -0.198468 0.987616 -0.243106
H -0.636875 -0.518523 1.831017
H -1.945876 -2.095472 -2.488985
H -3.390987 -1.164331 -1.598366
H -3.470812 -2.911402 0.090730
H -2.808315 -3.829981 -1.316646
H -0.087934 -2.507924 -1.292858
C -0.832509 0.681149 4.988797
C -2.130018 0.197793 4.517902
N -3.150108 -0.182007 4.148650
H -0.166233 0.914656 4.156068
H -0.936615 1.588013 5.586591
H -0.329631 -0.062252 5.609600
C 2.967054 -0.509725 2.564632
C 1.945485 -1.042122 1.665171
N 1.137330 -1.463283 0.952081
H 2.637553 -0.531921 3.605603
H 3.893043 -1.085325 2.505100
H 3.213660 0.526464 2.324482
C 1.522587 4.650988 -1.212482
C 2.397608 3.499855 -0.996566
N 3.083375 2.593668 -0.826812
H 0.510897 4.457555 -0.850803
H 1.891242 5.536463 -0.692109
H 1.447328 4.903071 -2.271651
C 5.358035 -1.062566 6.022186
C 4.142051 -0.262668 6.153219
N 3.185536 0.366979 6.257049
H 5.152125 -2.030258 5.561355
H 6.103111 -0.558840 5.404036
H 5.816257 -1.254855 6.993650
C -0.418949 -5.384357 -2.946080
C 0.507500 -4.280116 -3.187022
N 1.237779 -3.410716 -3.377593
H -0.291039 -6.180682 -3.681238
H -0.267991 -5.824088 -1.958283
H -1.457671 -5.053869 -3.000576
C -3.940039 5.236004 -3.320844
C -2.967256 6.212813 -3.805204
N -2.201695 6.981329 -4.184891
H -3.465878 4.467399 -2.705470
H -4.713639 5.707807 -2.711999
H -4.442758 4.727199 -4.145501
C 4.861763 -3.532391 -2.399122
C 5.638291 -3.456298 -1.163100
N 6.248197 -3.396773 -0.191122
H 5.371531 -3.032615 -3.224463
H 4.690608 -4.566565 -2.702427
H 3.883676 -3.060352 -2.287995

Cartesian forces (eV/Å) of the 2 atoms listed first:
0.02 1.48 0.92
-0.50 -1.18 1.49

SMILES string: COCCC[C@@]1(S)CCC(=O)N1.CC#N.CC#N.CC#N.CC#N.CC#N.CC#N.CC#N
Gap between HOMO and LUMO in eV: 8.073
Charge: 0
HOMO level in eV: -7.7

Computed, not measured: a molecular structure, C22H36NReSi2, with the ωB97M-V functional and the def2-TZVPD basis.

Atoms and positions in Å:
Re 0.039857 -0.468969 0.167407
C -0.352159 -4.198377 -1.964450
C 0.045467 -4.311340 -0.496605
C -0.388910 -5.677306 0.075922
C -0.490809 -3.210015 0.375326
C -1.339294 -2.193091 -0.107151
C -2.030799 -1.325676 0.803761
C -1.855293 -1.441216 2.187192
C -2.663299 -0.635783 3.146601
C -0.911881 -2.393388 2.643296
C -0.239156 -3.222664 1.772588
H 0.086926 -5.027036 -2.516069
H -0.001645 -3.270016 -2.422978
H -1.434250 -4.275686 -2.091824
H 1.140904 -4.286463 -0.429890
H -1.475737 -5.748640 0.143906
H 0.032386 -5.877557 1.059606
H -0.037950 -6.463651 -0.589316
H -1.706127 -2.251401 -1.128301
H -2.829478 -0.692045 0.426688
H -2.712382 0.418228 2.872456
H -2.287790 -0.721126 4.163509
H -3.692959 -1.005993 3.141294
H -0.755631 -2.502463 3.710062
H 0.444775 -3.959152 2.175243
C 3.882414 1.466849 -3.456356
Si 2.182566 0.765319 -3.367773
C 1.835307 -1.057733 -3.371526
C 0.671935 1.826010 -3.207494
C 1.931552 0.191257 0.256681
C 1.624456 1.596546 0.513054
C 2.344696 2.735124 0.819006
C 1.633890 3.904046 1.098221
C 0.244071 3.900299 1.072008
C -0.433976 2.728232 0.757533
N 0.249878 1.622527 0.477116
Si 3.546570 -0.676002 0.873137
C 3.018136 -0.705246 2.702056
C 5.148299 0.199340 0.479563
C 3.367929 -2.415502 0.151020
H 4.211134 1.537731 -4.500645
H 4.605179 0.834139 -2.937239
H 3.921710 2.473508 -3.036388
H 1.215134 -1.330648 -4.231573
H 1.292556 -1.334009 -2.456792
H 2.740618 -1.664512 -3.419536
H 0.053691 1.751657 -4.108592
H 0.912779 2.880978 -3.067969
H 0.060733 1.493102 -2.365483
H 3.424920 2.715462 0.851469
H 2.170623 4.809425 1.350925
H -0.314772 4.799239 1.292028
H -1.515922 2.691534 0.736100
H 3.300196 0.204452 3.234806
H 3.508148 -1.545303 3.199728
H 1.938947 -0.836552 2.801999
H 5.179663 1.230873 0.830171
H 5.369404 0.187160 -0.588693
H 5.964681 -0.328966 0.978213
H 2.345864 -2.553941 -0.213460
H 3.566630 -3.171555 0.913051
H 4.056134 -2.617974 -0.671618

Cartesian forces (eV/Å) of the 2 atoms listed first:
1.73 1.56 0.69
-0.02 -0.02 0.12

2S+1: 4
Gap between HOMO and LUMO (alpha / beta) in eV: 7.320 / 6.440
Charge: +3
HOMO level (alpha / beta) in eV: -18.1 / -17.6

Computed, not measured: a molecular structure, C22H36O3P2Pd, with the ωB97M-V functional and the def2-TZVPD basis.

Atoms and positions in Å:
P 0.834681 3.541226 0.723175
P 2.508888 1.561387 -1.687258
C 2.440970 3.943999 -0.117886
C 2.630379 3.382991 -1.529326
H 3.246947 3.598360 0.542839
H 2.462008 5.038061 -0.141814
H 1.877600 3.795816 -2.215315
H 3.629520 3.617421 -1.920584
C 4.114846 0.881630 -1.139853
H 4.083352 -0.213970 -1.173995
H 4.351733 1.204742 -0.119469
H 4.888641 1.238546 -1.828981
C 2.532655 1.292902 -3.484076
H 3.547374 1.528360 -3.855350
H 1.795914 1.950306 -3.974556
H 2.298081 0.239147 -3.707619
C 1.069139 4.461741 2.270468
H 0.213729 4.274406 2.931030
H 1.117206 5.527324 2.010667
H 2.002376 4.140569 2.749992
C -0.405537 4.603126 -0.095621
H -0.456228 4.449740 -1.183832
H -0.145306 5.646957 0.125622
H -1.387817 4.380216 0.344986
Pd -1.753646 -0.455979 1.063976
C 0.656424 -0.831227 -1.518573
C 0.884453 -1.039657 -0.196136
C 1.503065 -0.169494 0.838936
C 0.708800 0.809822 1.753672
C -0.651011 1.364134 1.324992
C -1.124930 1.475693 -0.012240
C -0.214006 1.471759 -1.190220
C -0.364060 0.172727 -1.994427
C -3.517228 -0.479122 1.798315
H 1.093415 -1.508180 -2.266224
H 0.664692 -2.044217 0.210614
H 2.366516 0.334607 0.380694
H 1.938620 -0.888343 1.553540
H 0.535411 0.280979 2.705583
H 1.403342 1.623601 2.037612
H -1.227974 1.880284 2.109357
H -2.120780 1.908314 -0.177204
H 0.831460 1.522280 -0.743604
H -0.385207 2.332045 -1.866796
H -1.387010 -0.206235 -1.814939
H -0.271640 0.338206 -3.074886
H -4.106214 -1.013563 1.029759
H -3.794154 0.584108 1.880007
H -3.503011 -1.014660 2.760026
O -2.630705 -4.537678 -1.510878
C -2.676937 -5.241253 -0.374942
C -3.332487 -6.493110 -0.357994
C -3.393557 -7.229207 0.820259
C -2.774038 -6.748591 1.987070
C -2.097474 -5.525346 1.955917
C -2.080602 -4.734831 0.809406
C -1.494113 -3.351890 0.847532
O -0.799080 -2.991103 1.824319
O -1.825994 -2.569164 -0.137525
H -2.262616 -3.629149 -1.234910
H -3.763372 -6.840244 -1.296611
H -3.912640 -8.186823 0.818969
H -2.804399 -7.326167 2.914246
H -1.568469 -5.128329 2.820065

Cartesian forces (eV/Å) of the 2 atoms listed first:
0.74 -0.11 -0.45
1.00 -1.22 -0.01

Relative energy (zero: lowest compared OMol25 entry of this formula, charge and spin) in eV: 0.0000
2S+1: 3
Gap between HOMO and LUMO (alpha / beta) in eV: 5.308 / 4.699
Charge: 0
HOMO level (alpha / beta) in eV: -6.0 / -7.4

Computed, not measured: a molecular structure, C22H37AsDyF6O14P2SSb, with the ωB97M-V functional and the def2-TZVPD basis.

Atoms and positions in Å:
Dy -5.101080 -1.729169 18.021652
O -7.050064 0.569370 18.208031
P -6.869978 0.305598 19.818452
O -7.882259 0.906413 20.711565
O -5.352489 0.303614 19.858091
O -7.313869 -1.303955 19.768019
P -6.916282 -2.629741 20.582813
O -6.429272 -2.057111 22.014178
O -8.036625 -3.566774 20.680050
O -5.618622 -3.054293 19.794358
H -7.974678 0.698686 17.948811
H -6.976086 -2.702018 22.475225
O -1.938059 -3.753232 14.618986
As -2.780596 -2.371423 15.366438
O -3.772415 -1.439865 14.358652
O -3.489914 -2.812674 16.839881
C -1.151998 -1.364776 15.954219
C -0.032534 -1.706514 15.188280
C 1.154388 -1.020648 15.337184
C 1.254436 0.002353 16.247982
C 0.140547 0.366911 17.016987
C -1.061777 -0.360957 16.904729
S -2.457578 0.276682 18.053564
O -1.922430 1.559510 18.467040
O -2.655878 -0.718003 19.206654
O -3.783576 0.301418 17.356544
H -2.472873 -4.573234 14.673719
H -0.159543 -2.509400 14.467777
H 1.988883 -1.298913 14.699235
H 2.191609 0.542021 16.388082
H 0.197201 1.242365 17.665180
C -0.071273 -0.429343 23.291544
C -0.797423 -0.178553 21.962128
C 0.001969 -0.690233 20.771691
C -1.200083 1.277057 21.750737
Sb -2.877683 -1.270222 21.909721
C -3.908234 -0.652565 24.020660
C -2.764514 -0.327840 24.956048
C -4.606492 -1.880172 24.569705
C -4.761349 0.521972 23.638309
C -2.430073 -3.599812 21.736785
C -1.266161 -3.796596 22.691665
C -3.659689 -4.381979 22.173435
C -2.157740 -3.832580 20.253231
H 1.026494 -0.651448 23.171164
H -0.516912 -1.244444 23.870990
H -0.166579 0.457617 23.933033
H 1.015262 -0.209222 20.697072
H -0.529572 -0.500051 19.825880
H 0.184118 -1.777091 20.850210
H -0.291561 1.909246 21.669553
H -1.833568 1.678013 22.543355
H -1.750586 1.416834 20.809660
H -2.037693 -1.156460 24.958015
H -3.117160 -0.194771 26.024772
H -2.259142 0.598482 24.681329
H -3.865217 -2.628532 24.901781
H -5.294121 -2.344855 23.844448
H -5.264035 -1.630441 25.446411
H -4.133423 1.396458 23.394257
H -5.405067 0.835994 24.508122
H -5.462848 0.335575 22.807183
H -1.542300 -3.416967 23.698287
H -0.356145 -3.299646 22.318164
H -1.044961 -4.882493 22.792094
H -3.980070 -4.106253 23.185359
H -3.453381 -5.491847 22.166799
H -4.471916 -4.177649 21.468382
H -1.413423 -3.129521 19.858808
H -3.102530 -3.692309 19.695152
H -1.774946 -4.863180 20.068747
C -6.883608 -0.548919 14.538389
C -7.192773 -1.841787 15.288633
O -6.488438 -1.946030 16.501719
C -8.666359 -1.800301 15.750764
F -8.857808 -0.689767 16.554021
F -9.099254 -2.799055 16.510901
F -9.552390 -1.627855 14.726393
C -6.793630 -3.084322 14.431413
F -7.785640 -4.007063 14.363003
F -6.478792 -2.763902 13.151917
F -5.745285 -3.720450 14.949602
H -7.146217 0.288486 15.174799
H -7.430173 -0.483058 13.587992
H -5.798636 -0.542278 14.303739

Cartesian forces (eV/Å) of the 2 atoms listed first:
0.88 1.13 0.73
-0.73 0.56 0.49

Relative energy (zero: lowest compared OMol25 entry of this formula, charge and spin) in eV: 0.5584
2S+1: 6
Gap between HOMO and LUMO (alpha / beta) in eV: 5.899 / 5.899
Charge: -2
HOMO level (alpha / beta) in eV: -1.7 / -1.7

DFT total energy / a.u.: -1846.3711 -1570.8303 -1895.8955 -6955.5602
Max |F| / eV/A: 5.57 2.43 3.71 3.97